[1]
Here is one molecule with the formula C2H3FO at a distorted geometry from the OMol25 dataset. Energies are from the ωB97M-V functional and the def2-TZVPD basis.

The energy above the lowest of the compared OMol25 structures with the same formula, charge and spin comes out at 228.21 kJ/mol. The calculation puts the frontier orbital gap at 0.3859 hartree. As for the SMILES: O=CCF.

Structure (ORCA input):
```
! RIJCOSX wB97M-V def2-TZVPD def2/J DEFGRID3
* xyz 0 1
F 0.288 1.034 -1.232
O -1.172 -1.038 1.407
C 0.538 0.122 -0.236
C -0.776 -0.403 0.387
H 1.150 -0.695 -0.575
H 1.324 0.579 0.445
H -1.352 0.401 -0.196
*
```

[2]
Here is one molecule with the formula C9H14Si at a distorted geometry from the OMol25 dataset. Energies are from the ωB97M-V functional and the def2-TZVPD basis.

The energy above the lowest of the compared OMol25 structures with the same formula, charge and spin comes out at 681.19 kJ/mol. The calculation puts the frontier orbital gap at 0.3333 hartree. As for the SMILES: CC(C)(C)[Si]1(C2C=C2)C=C1.

Structure (ORCA input):
```
! RIJCOSX wB97M-V def2-TZVPD def2/J DEFGRID3
* xyz 0 1
Si -0.920 0.371 0.223
C -2.700 -0.220 0.618
C 0.339 -0.992 -0.132
C -0.172 2.308 -0.788
C -0.362 -2.376 0.219
C -2.064 0.253 1.667
C 0.768 -0.887 -1.576
C 1.534 -0.883 0.877
C 0.307 3.502 0.053
C 1.203 2.877 -0.684
H -0.718 -2.366 1.230
H -0.148 -0.866 -2.181
H 1.445 -0.059 -1.668
H -3.623 -0.608 0.462
H 2.140 2.901 -1.194
H 1.129 -1.223 1.840
H -0.678 2.619 -1.624
H -1.114 -2.567 -0.501
H 2.105 0.107 0.862
H 1.208 -1.713 -2.058
H -2.385 0.647 2.628
H 0.287 4.133 0.908
H 0.233 -3.263 0.291
H 2.186 -1.695 0.526
*
```

[3]
Here is a 2-piece molecular cluster, C5H12N2O2 overall at a distorted geometry from the OMol25 dataset. Energies are from the ωB97M-V functional and the def2-TZVPD basis.

The energy above the lowest of the compared OMol25 structures with the same formula, charge and spin comes out at 122.93 kJ/mol. The calculation puts the frontier orbital gap at 0.3765 hartree. As for the SMILES: CCC(N)=O.CC(N)=O.

Structure (ORCA input):
```
! RIJCOSX wB97M-V def2-TZVPD def2/J DEFGRID3
* xyz 0 1
O 2.041 3.068 2.088
O -0.796 -0.688 -0.478
N -1.423 -2.852 -0.283
N 0.676 1.603 3.049
C 0.600 -1.324 -2.991
C -0.688 -1.864 -0.823
C 0.845 2.795 2.245
C -0.295 3.505 1.695
C 0.314 -2.391 -1.865
H -0.124 -3.144 -2.423
H -0.250 1.209 3.226
H 0.085 -0.399 -2.724
H -2.314 -2.641 0.329
H 1.418 0.998 3.389
H -1.061 3.710 2.578
H 0.024 4.500 1.220
H 1.607 -0.916 -3.073
H 1.247 -2.737 -1.371
H -0.804 2.994 0.840
H -1.451 -3.769 -0.673
H 0.350 -1.660 -3.955
*
```

[4]
Here is C35H26ClN2O7S4W as an isolated structure at a distorted geometry from the OMol25 dataset. Energies are from the ωB97M-V functional and the def2-TZVPD basis.

The calculation puts the frontier orbital gap at 0.2152 hartree.

Structure (ORCA input):
```
! RIJCOSX wB97M-V def2-TZVPD def2/J DEFGRID3
* xyz 1 1
W -0.502 0.048 -1.374
Cl 2.263 -1.894 4.021
S 0.291 -0.137 1.061
S 1.064 -3.274 -0.733
S -0.866 3.060 -3.086
S 1.584 -1.530 -1.608
O -2.591 -3.327 -0.300
O -7.669 0.151 0.131
O 1.129 1.183 -1.260
O 2.431 1.292 -3.087
O -1.100 -1.713 -0.711
O 3.120 0.959 0.375
O -6.782 -0.454 -1.952
N -1.167 1.891 0.017
N -2.580 0.013 -1.424
C 1.209 -2.930 1.026
C 0.862 -1.758 1.778
C -1.171 3.191 -0.313
C -1.398 0.930 -4.333
C 1.040 -1.295 3.046
C -5.462 -0.111 -1.152
C -0.325 3.622 -1.467
C 0.325 -1.088 -2.807
C 4.766 -0.731 3.110
C 3.795 1.741 3.157
C 1.529 -4.133 1.625
C 4.936 -1.705 1.956
C -1.714 1.509 1.192
C 1.840 -4.379 2.976
C 4.185 0.498 2.442
C -4.748 1.075 -1.615
C -2.534 3.709 1.585
C 2.154 -3.575 4.021
C -6.848 -0.063 -0.695
C -2.337 -2.214 -0.658
C -2.406 2.391 1.996
C 0.141 -1.750 -3.977
C -4.594 -1.252 -0.889
C -0.885 -1.483 -4.900
C 4.372 -1.180 0.858
C -3.415 1.089 -1.733
C 3.511 1.130 -0.977
C -1.401 0.109 1.663
C -1.880 4.118 0.439
C -1.571 -0.308 -5.003
C -0.871 1.296 -3.120
C -3.270 -1.129 -1.022
C 3.655 -1.336 3.902
C 3.885 0.167 1.172
C 2.300 1.217 -1.898
H -5.001 -2.204 -0.573
H 0.798 -2.586 -4.194
H -0.352 4.707 -1.555
H 5.622 -0.578 3.762
H -1.889 5.154 0.130
H -1.391 0.065 2.751
H -2.932 1.988 -2.077
H 4.627 2.157 3.726
H 1.843 -5.429 3.258
H 0.703 3.323 -1.287
H 4.100 2.043 -1.097
H 5.406 -2.670 2.062
H 2.972 1.562 3.860
H 4.280 -1.681 -0.096
H 1.770 -1.958 5.260
H -2.074 -0.655 1.278
H -2.266 -0.252 -5.834
H -1.077 -2.243 -5.646
H 4.123 0.300 -1.336
H -1.770 1.753 -4.944
H 3.455 2.487 2.441
H -2.827 2.048 2.931
H -3.094 4.417 2.182
H 2.534 -0.332 4.419
H 1.447 -5.015 0.996
H -5.311 1.960 -1.874
*
```

[5]
Here is one molecule with the formula C6H10N2 at a distorted geometry from the OMol25 dataset. Energies are from the ωB97M-V functional and the def2-TZVPD basis.

The energy above the lowest of the compared OMol25 structures with the same formula, charge and spin comes out at 451.09 kJ/mol. The calculation puts the frontier orbital gap at 0.3343 hartree. As for the SMILES: CN=C=CC/C=N\C.

Structure (ORCA input):
```
! RIJCOSX wB97M-V def2-TZVPD def2/J DEFGRID3
* xyz 0 1
N 0.843 0.417 -1.257
N 0.027 -1.380 0.620
C -1.200 -1.715 -0.092
C 0.050 1.179 -0.744
C 2.264 0.260 -1.328
C -0.847 1.685 0.035
C 0.108 -0.296 1.268
C -1.088 0.704 1.192
H -0.853 -2.684 -0.607
H -1.256 1.263 2.252
H -1.931 -1.982 0.591
H 2.712 1.149 -1.395
H 0.890 0.046 1.795
H 2.464 -0.379 -2.333
H -1.996 0.161 1.167
H -1.186 2.666 0.184
H 2.439 -0.239 -0.428
H -1.440 -0.854 -0.921
*
```

[6]
Here is C44H38CoN4O5S3 as an isolated structure at a distorted geometry from the OMol25 dataset. Energies are from the ωB97M-V functional and the def2-TZVPD basis.

The energy above the lowest of the compared OMol25 structures with the same formula, charge and spin comes out at 0.00 kJ/mol. The calculation puts the frontier orbital gap (alpha / beta) at 0.2905 / 0.2913 hartree.

Structure (ORCA input):
```
! RIJCOSX wB97M-V def2-TZVPD def2/J DEFGRID3
* xyz 0 4
Co -0.100 0.323 0.275
S 0.137 0.693 -2.841
S 3.097 -0.273 -0.259
S 2.263 -1.148 -2.936
O -1.816 1.356 0.343
O -4.016 1.427 0.667
O -0.957 -1.404 -0.262
O -0.464 -0.170 2.399
O -2.929 -2.436 -0.340
N 1.919 -0.263 0.585
N 0.503 1.180 -1.522
N 3.155 -0.424 -1.941
N 0.973 -0.562 -3.520
C -2.904 0.990 0.928
C 3.548 -1.844 -6.676
C 4.614 3.109 1.189
C 3.320 -1.366 -4.350
C 2.622 -5.044 -1.993
C -3.146 -1.503 -3.765
C 5.390 3.620 0.159
C -1.520 0.103 -3.081
C 4.161 -1.668 0.087
C -2.275 -1.466 1.738
C 0.112 2.705 -6.357
C 5.504 2.930 -1.040
C 1.345 -5.343 -1.523
C -1.212 -1.657 4.013
C -1.825 -1.089 -3.726
C 4.694 -1.269 -4.205
C -2.499 0.880 -2.476
C 4.927 -1.745 -6.549
C 2.913 -3.768 -2.440
C -0.952 -1.529 2.511
C -0.128 1.731 -5.401
C 2.732 -1.655 -5.573
C -2.757 -0.010 2.084
C 4.039 1.243 -0.196
C 6.278 -2.770 0.108
C -4.133 -0.742 -3.154
C 1.036 3.071 -3.754
C 5.500 -1.459 -5.318
C -2.075 -1.792 0.252
C 1.901 -2.811 -2.423
C 5.513 -1.660 -0.216
C 0.817 3.853 -6.018
C 3.556 -2.733 0.732
C 5.685 -3.860 0.735
C 0.344 1.928 -4.113
C 0.629 -3.090 -1.960
C 3.944 1.906 1.021
C 4.333 -3.841 1.042
C -1.675 -0.222 4.367
C 0.358 -4.371 -1.495
C 4.839 1.728 -1.223
C -3.814 0.443 -2.509
C -1.620 0.462 3.003
C 1.276 4.038 -4.721
H 3.907 -3.522 -2.791
H 2.500 -2.680 0.964
H -1.967 -2.414 4.222
H 1.811 4.941 -4.458
H -0.203 -2.196 2.093
H -3.714 -0.037 2.601
H -5.157 -1.092 -3.158
H -2.673 -0.182 4.801
H -1.040 -1.690 -4.162
H -0.258 2.573 -7.366
H -0.632 -4.584 -1.113
H 7.337 -2.779 -0.115
H 1.126 -6.345 -1.174
H -2.993 -2.192 2.117
H 6.283 -4.723 0.994
H 5.962 -0.798 -0.696
H 5.910 4.559 0.291
H -3.400 -2.438 -4.247
H -0.139 -2.330 -1.894
H 3.392 -5.803 -2.002
H 6.109 3.332 -1.843
H -2.231 1.763 -1.913
H -4.568 1.013 -1.984
H 3.874 -4.693 1.528
H 4.903 1.197 -2.161
H 5.115 -1.038 -3.236
H -0.684 0.835 -5.648
H -1.467 1.538 3.014
H 6.575 -1.380 -5.223
H 3.105 -2.063 -7.638
H 1.361 3.184 -2.728
H 3.319 1.495 1.802
H 0.998 4.613 -6.767
H 1.655 -1.712 -5.654
H -0.981 0.255 5.059
H -0.301 -1.926 4.546
H 5.559 -1.888 -7.416
H 4.526 3.646 2.124
*
```

For the records above, the corresponding calculated total energy values read -6885.5776, -17431.0358, -12454.7085, -111690.7140, -9359.7618, -132569.9526 eV.